{"formula": "C2H2OS", "method": "ωB97M-V/def2-TZVPD", "energy_ev": -14986.90220, "smiles": "O=C1CS1", "orbital_gap_ev": 9.692, "de_lowest_kj_mol": 78.1, "mol_weight_da": 74.1, "lumo_ha": 0.0189, "elements": ["O", "C", "C", "S", "H", "H"], "xyz": [[1.6284, -1.2709, -0.0034], [0.9909, -0.2662, 0.0159], [-0.7323, 0.1420, -0.0148], [0.7038, 1.3760, -0.0104], [-1.3318, -0.0207, -0.8490], [-1.2589, 0.0398, 0.8617]], "forces_ev_per_a": [[0.05, 1.33, 0.12], [-3.44, -1.46, -0.32], [4.89, -0.23, -0.09], [-0.55, 0.18, -0.08], [-0.30, 0.12, -1.86], [-0.65, 0.06, 2.22]], "mulliken_charge": [-0.440, 0.550, -0.638, -0.056, 0.295, 0.288]}